Formula: C23H42BaCl2N2O6P
Source: the OMol25 dataset
Level of theory: the ωB97M-V functional and the def2-TZVPD basis

```
! RIJCOSX wB97M-V def2-TZVPD def2/J DEFGRID3
* xyz -1 1
Ba 1.998 -0.198 1.084
Cl 3.284 -2.248 2.784
Cl -0.565 -1.438 0.185
P -2.013 0.196 0.079
O -3.053 -0.256 1.099
O -1.755 1.679 0.414
O 0.231 -0.250 3.174
O 1.026 2.064 0.486
O -2.430 0.102 -1.393
O 0.886 1.269 -3.567
N 0.663 4.163 -0.309
N 0.712 -1.345 5.140
C 0.473 -1.911 -3.466
C 1.422 4.792 0.759
C 2.519 0.056 -2.024
C -2.058 2.373 1.860
C -3.685 -1.626 1.574
C -3.662 -0.626 -1.924
C 0.354 -0.222 5.998
C -3.002 -2.074 2.823
C 4.108 -1.533 -0.907
C 1.281 -0.976 -4.119
C 0.546 -1.280 3.824
C 0.859 -3.472 -5.302
C 2.872 -1.208 -1.668
C 1.582 -2.477 -5.968
C 1.743 0.283 -3.443
C 3.249 1.297 -1.620
C 1.764 -1.232 -5.386
C 0.116 5.043 -1.340
C -3.522 2.472 2.150
C -3.250 -1.880 -2.596
C 0.294 -3.182 -4.052
C 1.384 -2.472 5.764
C 0.557 2.841 -0.391
H 2.349 -0.439 -5.868
H -2.461 -1.726 -3.331
H 1.961 4.025 1.317
H 1.245 0.114 6.551
H -3.974 1.489 2.337
H 2.127 5.512 0.326
H 0.077 -1.701 -2.474
H -3.565 -2.314 0.735
H -0.671 5.696 -0.923
H -1.984 -2.426 2.646
H 4.566 -2.463 -1.266
H 0.739 -4.457 -5.757
H -4.707 -1.308 1.727
H -2.906 -2.635 -1.890
H -0.312 4.433 -2.152
H 2.691 2.178 -1.968
H -2.993 -1.290 3.587
H 3.942 -1.742 0.164
H 4.865 -0.745 -0.968
H -1.497 1.729 2.533
H -0.264 -3.949 -3.523
H -0.396 -0.541 6.736
H 2.026 -2.663 -6.951
H 2.315 -2.067 -2.017
H -4.109 0.086 -2.606
H -3.582 -2.912 3.221
H 0.909 5.690 -1.751
H 3.434 1.400 -0.530
H -4.082 3.009 1.369
H -3.608 3.053 3.078
H -1.573 3.335 1.730
H 2.098 -2.090 6.498
H -4.119 -2.285 -3.114
H 0.782 -2.220 3.291
H 1.916 -3.027 4.992
H -0.046 0.607 5.403
H 0.748 5.332 1.435
H 0.024 2.446 -1.285
H 0.652 -3.117 6.261
H 2.525 0.707 -4.109
H 4.245 1.338 -2.108
H -4.316 -0.786 -1.068
*
```

Properties
Highest occupied orbital energy (spin up / spin down) (eV): 0.392 / -2.819
Lowest unoccupied orbital energy (spin up / spin down) (eV): 1.95 / 2.17
E (Eh): -2749.75353
Gap between HOMO and LUMO (spin up / spin down) (eV): 1.6 / 5.0



Formula: C12H20ClI2OOsP2
Source: the OMol25 dataset
Level of theory: the ωB97M-V functional and the def2-TZVPD basis

```
! RIJCOSX wB97M-V def2-TZVPD def2/J DEFGRID3
* xyz 3 5
Os 0.982 0.087 -0.253
I 1.605 -2.460 -0.964
I 3.155 1.554 -0.917
Cl -1.451 -0.215 0.316
P 0.870 -0.493 2.032
P -0.028 -0.023 -2.377
O 0.054 2.874 0.447
C -0.843 1.509 3.234
C -1.603 -0.159 5.347
C -0.262 0.230 3.347
C 2.488 -0.155 2.761
C -1.124 -1.481 -2.629
C 0.520 -2.266 2.229
C -0.603 -0.565 4.458
C 0.463 1.820 0.150
C -2.217 1.088 5.192
C 1.097 -0.068 -3.795
C -1.797 1.928 4.159
C -1.167 1.344 -2.763
H -0.615 2.293 -2.760
H 1.596 -1.039 -3.816
H 2.546 0.919 2.968
H -0.365 -2.395 2.856
H -0.530 -2.399 -2.705
H 1.836 0.738 -3.701
H -2.212 2.930 4.055
H 2.606 -0.718 3.693
H -1.898 -0.812 6.169
H -1.710 -1.341 -3.541
H -0.573 2.197 2.434
H -1.800 -1.560 -1.772
H 3.261 -0.430 2.038
H -1.594 1.182 -3.764
H 0.306 -2.706 1.249
H -2.969 1.428 5.906
H 0.510 0.075 -4.713
H -0.108 -1.525 4.634
H -1.961 1.365 -2.007
H 1.384 -2.769 2.670
*
```

Properties
Highest occupied orbital energy (spin up / spin down) (eV): -18.790 / -19.265
Lowest unoccupied orbital energy (spin up / spin down) (eV): -10.81 / -13.89
E (Eh): -2372.36299
Gap between HOMO and LUMO (spin up / spin down) (eV): 8.0 / 5.4



The max |F| results, record by record, are as follows: 4.3; 6.3 eV/Å.